[1]
The following is a quantum chemistry calculation of an isolated ion of composition C5H9N4O and charge +1 in a non-equilibrium geometry, from OMol25.

Calculated values
DFT total energy   -489.8113 a.u.
Relative energy (zero: lowest compared OMol25 entry of this formula, charge and spin)   4.3471 eV
SMILES   c1nonc1[C@@H]1NCC[NH2+]1
LUMO   -3.344 eV
Net charge   +1
HOMO-LUMO gap   10.477 eV

Geometry as XYZ:
```
19
Properties=species:S:1:pos:R:3:forces:R:3
C -1.619561 2.055687 -0.644421 1.1 -0.4 0.7
C -0.384292 1.338806 -0.517649 -1.3 0.4 1.1
C -0.014720 -2.010857 0.603693 -1.6 0.4 1.7
C 1.090045 -1.123532 0.941745 0.9 0.6 1.6
C -0.133043 -0.053050 -0.709880 -0.2 -3.8 -3.5
N -1.349811 3.230579 -0.185011 -0.5 0.9 0.0
N 0.538580 2.062044 0.014740 -0.8 0.8 -0.5
N -0.884848 -1.082942 -0.012815 -0.4 1.3 -0.8
N 1.254656 -0.408750 -0.278259 1.3 4.3 -0.7
O -0.060376 3.271578 0.175415 0.3 0.4 0.2
H -2.624246 1.715886 -0.868754 0.3 0.2 -0.3
H 0.244056 -2.909159 0.084813 0.3 -0.6 -0.7
H -0.453431 -2.238912 1.542666 -0.5 -1.0 0.9
H 0.937967 -0.327975 1.682502 -0.6 -0.7 0.2
H 1.919386 -1.690839 1.204173 2.0 -0.6 0.4
H -0.120043 -0.240083 -1.842066 -0.1 0.2 1.1
H -1.874136 -1.233931 -0.026009 -0.1 0.3 -0.4
H 1.761172 0.547765 -0.217163 -0.6 -1.6 0.5
H 1.772645 -0.902314 -0.947720 0.5 -1.2 -1.5
```
Forces are in eV/Å.



[2]
The following is a quantum chemistry calculation of a 2-piece molecular cluster, C24H33O3Si overall in a non-equilibrium geometry, from OMol25.

Calculated values
DFT total energy   -1449.3199 a.u.
Relative energy (zero: lowest compared OMol25 entry of this formula, charge and spin)   0.1443 eV
LUMO   -5.132 eV
Net charge   +1
HOMO-LUMO gap   5.360 eV

Geometry as XYZ:
```
61
Properties=species:S:1:pos:R:3:forces:R:3
C 3.933180 -4.486979 0.265221 0.2 0.0 0.0
Si 2.913511 -2.979039 0.643033 -0.6 -0.3 -0.4
C 2.185895 -3.069182 2.356404 0.1 0.1 0.2
C 3.896030 -1.416400 0.421734 0.3 0.2 0.0
O 1.648567 -2.942429 -0.485385 0.0 0.0 0.1
C 0.330827 -2.924071 -0.111703 -0.5 1.4 0.2
C -0.354804 -1.747969 -0.051640 1.1 -1.4 0.0
C -1.747591 -1.663598 0.451334 -0.8 0.0 0.3
C -2.452965 -3.028663 0.540201 0.0 0.2 -0.1
C -1.529614 -4.114368 1.077303 0.0 0.0 0.1
C -0.286684 -4.267943 0.210024 -0.1 0.1 -0.3
H 4.756491 -4.550375 0.989589 -0.1 -0.1 -0.2
H 3.343487 -5.409099 0.336061 0.1 0.2 0.0
H 4.365104 -4.432019 -0.741848 -0.1 0.0 0.2
H 3.018375 -3.031492 3.072993 -0.2 0.0 0.0
H 1.523434 -2.218294 2.565220 0.1 -0.2 0.0
H 1.626861 -3.998082 2.530926 0.1 0.2 0.0
H 4.737037 -1.418640 1.129397 -0.1 0.1 -0.2
H 4.304662 -1.341112 -0.593894 0.0 -0.1 0.2
H 3.300052 -0.516346 0.612016 0.0 -0.2 0.0
H 0.132724 -0.805149 -0.303034 0.2 -0.3 0.1
H -1.764736 -1.210221 1.458755 0.1 0.0 -0.2
H -2.327431 -0.982593 -0.190892 0.0 -0.1 0.1
H -3.332636 -2.943907 1.186277 0.0 0.0 -0.2
H -2.802011 -3.311148 -0.459207 0.0 0.0 0.1
H -1.226192 -3.856884 2.099204 0.0 0.0 0.0
H -2.061547 -5.071094 1.123174 0.1 0.1 0.1
H -0.573815 -4.743822 -0.743982 0.2 0.0 0.2
H 0.435587 -4.938466 0.701372 -0.1 0.3 -0.2
C -6.382035 3.770594 -0.358954 -0.1 -0.1 -0.1
O -5.938306 2.873468 -1.405142 1.5 -0.2 0.4
C -4.628005 2.519458 -1.408911 -0.5 0.3 -0.1
C -4.195911 1.654055 -2.448246 -0.4 0.2 0.2
C -2.871225 1.325451 -2.548818 0.3 0.0 0.1
C -1.894655 1.819537 -1.623150 -0.2 -0.3 0.2
C -0.533925 1.500676 -1.853518 -0.1 0.7 0.1
C 0.633890 2.033438 -1.255381 0.2 0.1 -0.2
C 1.887814 1.419740 -1.576399 -0.1 0.1 0.0
C 3.059165 1.815896 -0.986001 0.2 0.2 0.2
C 3.040678 2.843008 -0.007372 0.5 -0.1 0.5
O 4.213399 3.119511 0.619846 -1.5 0.1 -0.5
C 4.188316 4.141933 1.644663 0.1 -0.1 -0.1
C 1.827432 3.511058 0.285770 0.1 0.1 0.0
C 0.672349 3.155033 -0.377482 0.2 -0.1 0.3
C -2.380233 2.570860 -0.515161 -0.2 0.2 -0.1
C -3.698772 2.967126 -0.436847 -0.2 0.0 0.0
H -7.459104 3.837442 -0.514858 0.2 0.1 0.1
H -6.164235 3.365843 0.641136 -0.1 0.0 -0.4
H -5.916043 4.762004 -0.465214 -0.1 -0.3 -0.1
H -4.941644 1.288339 -3.153427 0.2 0.1 0.2
H -2.531340 0.673856 -3.353021 -0.1 0.2 0.1
H -0.357830 0.785530 -2.655327 0.0 -0.1 0.1
H 1.900113 0.622241 -2.319674 0.0 0.1 0.3
H 4.013330 1.341623 -1.219294 -0.3 0.1 0.1
H 5.232147 4.234845 1.945149 -0.2 0.1 0.0
H 3.817189 5.101595 1.253205 0.2 -0.3 0.0
H 3.567964 3.827012 2.497318 0.2 0.0 -0.3
H 1.812699 4.309667 1.032397 -0.1 -0.3 -0.5
H -0.204280 3.771722 -0.212874 0.2 -0.2 -0.1
H -1.729340 2.837206 0.311509 -0.1 -0.1 -0.2
H -4.031407 3.619638 0.375445 0.2 -0.4 -0.3
```
Forces are in eV/Å.



[3]
The following is a quantum chemistry calculation of a 9-piece molecular cluster, C33H41Cl8N5 overall in a non-equilibrium geometry, from OMol25.

Calculated values
DFT total energy   -5237.3521 a.u.
Relative energy (zero: lowest compared OMol25 entry of this formula, charge and spin)   0.7734 eV
SMILES   c1ccncc1.c1ccncc1.c1ccncc1.c1ccncc1.c1ccncc1.ClCCCl.ClCCCl.ClCCCl.ClCCCl
LUMO   0.301 eV
HOMO-LUMO gap   9.923 eV

Geometry as XYZ:
```
87
Properties=species:S:1:pos:R:3:forces:R:3
Cl 1.450350 1.206516 0.460723 0.0 0.0 0.1
C 0.028432 0.428542 -0.265753 -0.2 0.0 -0.7
C 0.424709 -0.368561 -1.494429 0.7 -0.3 -0.1
Cl -0.955638 -1.348292 -2.071130 0.0 0.0 0.0
H -0.638331 1.214772 -0.606911 -0.1 0.1 0.4
H -0.462926 -0.189194 0.479692 0.1 0.0 0.0
H 1.264902 -1.039688 -1.314594 -0.2 -0.1 0.2
H 0.736907 0.244272 -2.337817 -0.2 0.3 0.1
Cl -4.163409 -6.709534 -1.381873 0.1 -0.1 0.1
C -3.246398 -5.194406 -1.184585 -0.6 0.3 0.4
C -2.160053 -5.049286 -2.197895 1.4 0.3 0.3
Cl -2.654367 -5.160029 -3.893099 -0.2 0.0 0.0
H -2.828710 -5.172435 -0.178314 0.2 -0.3 -0.1
H -3.976503 -4.386755 -1.180636 0.0 0.0 -0.4
H -1.362290 -5.769072 -2.007682 -0.3 -0.4 -0.2
H -1.623598 -4.099788 -2.076163 -0.5 0.1 0.0
Cl 1.723412 4.742851 1.414364 0.0 0.0 0.1
C 1.716016 4.117100 3.094228 -0.2 0.0 -0.5
C 3.007155 4.376064 3.829921 0.4 -0.1 0.8
Cl 4.477762 3.888882 2.938360 -0.1 0.1 -0.2
H 1.478551 3.056616 3.031564 0.2 0.0 0.0
H 0.866951 4.609480 3.563446 0.2 0.1 0.3
H 3.041684 3.793545 4.755258 -0.2 -0.1 -0.2
H 3.164438 5.402109 4.154914 -0.2 0.2 -0.5
Cl -4.926788 -3.447840 1.577973 -0.1 0.0 0.0
C -4.820106 -1.702552 1.200976 -0.2 0.0 0.0
C -3.560624 -1.438440 0.416759 0.0 0.2 0.2
Cl -3.409200 0.328648 0.164151 -0.2 0.0 0.0
H -4.831135 -1.159062 2.140103 0.1 0.0 0.0
H -5.706684 -1.444153 0.629025 0.0 0.0 0.0
H -3.601878 -1.888211 -0.569252 0.1 -0.1 0.0
H -2.685160 -1.752367 0.977964 0.1 -0.1 -0.2
N 4.085163 -0.634665 -1.305289 -0.5 0.3 0.8
C 3.940902 -1.361544 -2.393343 0.3 -0.3 -1.0
C 3.951987 -0.816981 -3.667462 -1.0 0.4 0.1
C 3.930941 0.578273 -3.802117 -0.1 -1.7 -1.0
C 3.980984 1.335161 -2.668986 0.2 0.8 0.3
C 4.063347 0.690726 -1.446888 1.1 -0.3 0.3
H 3.829774 -2.439351 -2.308089 0.2 0.0 0.3
H 3.762048 -1.469529 -4.510244 0.3 0.1 -0.1
H 3.845927 0.942580 -4.819464 0.1 0.5 0.2
H 4.020106 2.415435 -2.716726 -0.1 0.0 0.1
H 4.283490 1.257199 -0.548308 -0.4 0.1 0.0
N -3.246739 1.872367 -6.656043 -0.1 0.6 0.3
C -2.677466 0.962292 -7.429548 -0.7 -0.3 -0.6
C -2.112172 -0.211016 -6.963844 0.2 -0.1 0.2
C -2.067226 -0.410977 -5.585286 -0.4 -0.3 -1.3
C -2.736723 0.491861 -4.795502 0.4 -0.4 0.9
C -3.288501 1.636209 -5.357887 0.3 -0.2 0.6
H -2.839875 1.175210 -8.480133 0.5 -0.3 -0.2
H -1.792726 -0.995602 -7.638394 0.3 0.2 -0.1
H -1.622815 -1.323107 -5.209837 0.0 0.1 0.3
H -2.780805 0.214467 -3.745598 -0.2 0.7 0.1
H -3.735949 2.393342 -4.722846 -0.2 0.0 -0.1
N -0.509134 -3.117465 1.394845 -0.2 0.4 -0.8
C -1.209044 -4.066479 1.986982 -0.3 -0.1 0.1
C -0.647503 -4.985872 2.857372 -0.7 -0.2 0.2
C 0.698446 -4.905602 3.122119 0.3 -0.4 0.1
C 1.440926 -3.974154 2.439033 0.6 0.9 0.3
C 0.795784 -3.099224 1.585085 0.3 0.3 0.0
H -2.264111 -4.027594 1.745425 -0.1 -0.3 0.3
H -1.269524 -5.699766 3.382384 0.0 0.0 -0.1
H 1.168944 -5.558789 3.844873 0.0 0.0 0.0
H 2.475966 -3.769052 2.685647 0.1 -0.4 -0.2
H 1.334157 -2.319301 1.057104 0.2 0.0 0.1
N 3.488639 0.883642 6.773666 0.1 -0.3 -0.1
C 4.574336 1.138172 6.042246 0.0 -0.2 0.3
C 4.612798 0.992231 4.663375 0.0 0.6 -0.1
C 3.424446 0.756395 3.994176 0.2 -1.2 0.2
C 2.298934 0.451580 4.745041 -0.1 0.2 0.0
C 2.400403 0.464864 6.131212 -0.3 1.1 0.1
H 5.428107 1.469081 6.624204 0.2 -0.1 -0.2
H 5.515398 1.157660 4.091438 0.1 0.1 0.2
H 3.427361 0.610917 2.921364 -0.1 0.4 -0.1
H 1.352308 0.257682 4.259096 0.0 -0.2 0.0
H 1.535088 0.325808 6.772955 0.0 -0.3 -0.2
N -1.611104 6.085924 0.611126 0.3 0.4 0.3
C -2.178717 5.210729 1.425876 0.2 -0.1 -0.2
C -2.469836 3.917926 1.035087 -0.3 -0.6 0.2
C -2.166939 3.510182 -0.254390 0.5 0.3 0.4
C -1.480644 4.405056 -1.058725 -0.5 -0.3 -1.0
C -1.246320 5.682429 -0.603803 0.3 0.4 0.9
H -2.331622 5.523109 2.452412 -0.3 0.1 0.0
H -2.915552 3.232042 1.749107 0.0 0.0 -0.1
H -2.353226 2.494223 -0.572300 -0.1 0.1 -0.1
H -1.236015 4.140882 -2.082779 0.2 0.0 0.1
H -0.643918 6.420701 -1.118678 -0.2 -0.1 -0.5
```
Forces are in eV/Å.



[4]
The following is a quantum chemistry calculation of one molecule with the formula C4H8N2O2 in a non-equilibrium geometry, from OMol25.

Calculated values
DFT total energy   -417.2289 a.u.
Relative energy (zero: lowest compared OMol25 entry of this formula, charge and spin)   0.7361 eV
SMILES   CC(=O)NCC(N)=O
LUMO   0.468 eV
HOMO-LUMO gap   10.158 eV

Geometry as XYZ:
```
16
Properties=species:S:1:pos:R:3:forces:R:3
C -0.825344 -1.193293 1.455495 0.1 0.5 -0.2
C -0.727367 -1.579882 0.005446 -1.0 0.0 -0.2
N -0.701268 -0.574396 -0.952025 1.2 0.9 -0.1
C -0.464580 0.892399 -0.736383 -0.1 -2.6 0.1
C 0.783332 1.206591 0.052843 0.0 2.0 0.2
N 1.944788 1.319231 -0.635421 0.6 -0.4 -0.3
O 0.733808 1.572316 1.217453 0.0 -0.7 -0.1
O -0.896060 -2.718579 -0.376361 0.6 -0.3 0.1
H -1.897113 -1.093777 1.642276 0.1 0.0 0.3
H -0.394032 -1.944666 2.098857 -0.1 -0.5 0.0
H -0.323645 -0.257683 1.688228 -0.2 0.1 0.0
H -0.306386 -0.907928 -1.812287 -0.3 -0.3 -0.3
H -0.432662 1.330115 -1.730240 -0.2 0.2 0.1
H -1.336725 1.149131 -0.180274 -0.3 1.2 0.4
H 2.081781 1.227661 -1.628044 -0.4 -0.2 0.1
H 2.761475 1.572759 -0.109560 0.0 0.1 0.2
```
Forces are in eV/Å.